1.
Entry from OMol25: the molecule C21H27N3O (the ωB97M-V functional and the def2-TZVPD basis).

```
52
Properties=species:S:1:pos:R:3:forces:R:3:nbo_charge:R:1
O -1.4254 -0.2912 -0.6331 0.13 -0.28 0.03 -0.64
C -1.8397 0.7785 -0.2352 0.11 0.35 0.15 0.68
C -1.3358 1.4442 1.0470 0.18 -0.09 0.09 -0.30
N 0.1030 1.6274 1.0962 -0.17 -0.02 -0.09 -0.44
C 0.8458 0.3875 1.2744 0.40 -0.12 0.05 -0.25
C 2.3308 0.7137 1.4678 -0.21 -0.16 0.21 -0.23
N 2.8982 1.4843 0.3765 0.09 0.04 -0.11 -0.44
C 3.1385 0.7014 -0.8274 -0.03 0.08 0.01 -0.27
C 4.2150 -0.3213 -0.5804 -0.02 -0.09 -0.09 0.07
C 5.4160 0.0684 0.0007 -0.01 -0.01 -0.03 -0.24
C 6.4165 -0.8571 0.2316 0.07 0.06 0.02 -0.20
C 6.2303 -2.1844 -0.1197 0.04 -0.12 0.00 -0.22
C 5.0371 -2.5804 -0.6971 0.07 -0.13 -0.01 -0.21
C 4.0335 -1.6535 -0.9231 -0.03 0.11 -0.01 -0.25
C 2.0952 2.6704 0.1668 -0.23 0.13 -0.13 -0.22
C 0.6074 2.3676 -0.0488 0.26 0.17 0.05 -0.25
N -2.7362 1.5168 -0.9365 -0.30 0.33 -0.16 -0.62
C -3.4678 0.9616 -2.0509 -0.13 -0.05 -0.17 -0.22
C -4.8698 0.4921 -1.6242 0.32 -0.04 0.01 -0.43
C -4.7415 -0.5059 -0.5085 -0.21 0.05 -0.06 -0.03
C -4.7931 -0.0944 0.8165 -0.06 -0.01 -0.03 -0.23
C -4.5866 -0.9974 1.8445 0.04 0.02 0.13 -0.20
C -4.3242 -2.3250 1.5577 0.03 -0.07 0.09 -0.22
C -4.2757 -2.7456 0.2395 0.03 -0.09 -0.03 -0.21
C -4.4811 -1.8414 -0.7856 -0.05 0.04 0.04 -0.15
H -1.8012 2.4272 1.1745 -0.08 -0.07 0.01 0.19
H -1.6245 0.8079 1.8886 -0.08 0.05 -0.06 0.23
H 0.4658 -0.1120 2.1686 0.01 -0.07 -0.03 0.20
H 0.7138 -0.2931 0.4218 -0.03 0.01 0.11 0.20
H 2.9022 -0.2094 1.5815 -0.02 0.02 0.08 0.21
H 2.4448 1.3119 2.3769 -0.01 -0.08 0.05 0.20
H 2.2372 0.1979 -1.2100 0.09 0.03 -0.05 0.18
H 3.4843 1.3979 -1.6000 -0.11 -0.04 0.00 0.21
H 5.5475 1.1033 0.2777 0.01 0.11 0.05 0.22
H 7.3460 -0.5444 0.6852 0.07 0.03 0.03 0.21
H 7.0126 -2.9078 0.0586 0.06 -0.05 0.02 0.21
H 4.8842 -3.6148 -0.9695 -0.01 -0.08 -0.01 0.21
H 3.1006 -1.9695 -1.3689 -0.11 0.00 -0.03 0.21
H 2.4893 3.2258 -0.6876 0.01 0.02 0.02 0.20
H 2.1958 3.2897 1.0635 -0.05 0.07 -0.06 0.20
H 0.0519 3.3067 -0.1266 0.01 0.00 -0.06 0.20
H 0.4735 1.8109 -0.9921 -0.04 0.03 0.02 0.17
H -3.1217 2.3458 -0.5119 0.17 -0.07 0.07 0.39
H -2.8853 0.1090 -2.4066 -0.07 0.14 -0.06 0.23
H -3.5416 1.7107 -2.8447 0.04 -0.11 0.01 0.20
H -5.3644 0.0444 -2.4872 -0.07 0.05 -0.01 0.22
H -5.4561 1.3541 -1.2964 -0.06 -0.02 -0.04 0.20
H -4.9991 0.9421 1.0491 -0.04 0.09 0.00 0.20
H -4.6265 -0.6614 2.8709 -0.01 0.01 0.08 0.21
H -4.1561 -3.0295 2.3589 0.00 -0.06 0.06 0.21
H -4.0693 -3.7805 0.0101 0.02 -0.08 -0.02 0.21
H -4.4319 -2.1715 -1.8133 0.02 -0.04 -0.12 0.20
```
Forces are in eV/Å.

- HOMO-LUMO gap (Ha) = 0.31841
- structure (SMILES) = O=C(CN1CCN(Cc2ccccc2)CC1)NCCc1ccccc1
- relative energy (zero: lowest compared OMol25 entry of this formula, charge and spin) (kJ/mol) = 15.8
- HOMO energy (eV) = -7.95
- LUMO energy (eV) = 0.72

---

2.
Entry from OMol25: C8H9O6PSc as an isolated structure in a non-equilibrium geometry (the ωB97M-V functional and the def2-TZVPD basis).

```
25
Properties=species:S:1:pos:R:3:forces:R:3:nbo_charge:R:1
O 0.9531 -2.3705 -5.2342 0.28 1.32 2.43 -0.32
C 1.0379 -1.8344 -4.2372 -0.33 -1.12 -2.01 0.45
Sc 0.7969 -0.3272 -1.2637 0.50 1.48 2.33 1.48
O 0.4064 2.1487 -3.6526 0.90 -4.65 4.64 -0.21
C 0.5608 1.3275 -2.8386 -0.98 5.55 -5.44 0.46
C 0.8967 -2.5678 -0.8367 0.07 -7.68 1.26 0.46
O 0.8984 -3.7179 -0.6506 0.02 6.39 -1.01 -0.21
C 3.0378 -0.4335 -1.7697 7.49 -0.28 -1.49 0.46
O 4.1772 -0.4822 -2.0044 -6.33 0.26 1.28 -0.20
C -1.2464 -0.8842 -2.0051 -7.31 -2.34 -3.55 0.45
O -2.2539 -1.2097 -2.4997 5.77 1.91 2.93 -0.22
C -0.5127 2.4356 1.8421 -0.20 0.84 0.18 -1.02
P -0.4906 0.6786 1.6683 -0.44 0.92 1.84 1.92
C 0.3447 -0.1566 2.9784 0.33 -0.49 0.70 -1.03
C -2.0659 -0.0223 1.2529 -0.74 -0.37 -0.33 -1.04
O 0.5002 0.5105 0.4740 0.90 -1.75 -3.86 -1.10
H -0.8808 2.8823 0.9118 -0.09 -0.11 0.07 0.28
H 0.5253 2.7707 1.9567 -0.09 -0.14 0.11 0.30
H -1.0998 2.8683 2.6658 0.08 -0.44 -0.12 0.32
H -0.1193 -0.1210 3.9766 -0.09 0.17 -0.42 0.33
H 0.4715 -1.2146 2.7160 -0.15 0.10 0.02 0.27
H 1.3558 0.2669 3.0605 -0.25 0.08 0.00 0.30
H -2.5326 0.4891 0.3915 0.20 0.07 0.41 0.28
H -1.9893 -1.0940 0.9945 0.09 0.28 0.32 0.27
H -2.7714 0.0578 2.1034 0.35 0.01 -0.29 0.34
```
Forces are in eV/Å.

- HOMO-LUMO gap (Ha) = 0.30023
- relative energy (zero: lowest compared OMol25 entry of this formula, charge and spin) (kJ/mol) = 60.3
- HOMO energy (eV) = -22.83
- LUMO energy (eV) = -14.66
- total charge = +3